A structure of composition C8H6DyNO4 in a non-equilibrium geometry, computed with wB97M-V/def2-TZVPD.

Structure (XYZ):
```
20
Properties=species:S:1:pos:R:3:mulliken_charge:R:1
Dy -0.99016 1.19525 -1.22600 0.90
O 2.85983 2.22723 0.40531 -0.61
C 1.83370 1.63181 0.12791 0.52
O 0.89051 2.09402 -0.69993 -0.60
C 1.33007 0.40176 0.76400 0.44
C 2.05651 -0.33800 1.71416 -0.60
C 1.52233 -1.55993 2.17089 -0.23
C 0.34255 -2.01161 1.58103 -0.62
C -0.35282 -1.21712 0.63565 0.71
N 0.14398 -0.06237 0.35362 -0.11
C -1.54489 -1.66785 0.01137 0.27
O -2.27571 -2.63025 0.24199 -0.60
O -1.95566 -0.68771 -0.90844 -0.60
H 3.02950 -0.04843 2.06421 0.46
H 2.10898 -2.16929 2.88276 0.40
H -0.10929 -2.98786 1.91738 0.38
C -2.29328 2.03443 -2.80967 -1.15
H -1.29194 2.43049 -2.76578 0.34
H -2.81261 2.48547 -3.58941 0.44
H -2.49160 0.87999 -2.87104 0.26
```

The value obtained for the HOMO-LUMO gap (alpha / beta) is 7.53 / 7.62 eV. Its spin multiplicity is 6. The value obtained for the HOMO energy (alpha / beta) is -8.657 / -8.715 eV. As for the net charge: 0.

***

The molecule C9H12OSi, computed with wB97M-V/def2-TZVPD.

Structure (XYZ):
```
23
Properties=species:S:1:pos:R:3:nbo_charge:R:1
C -2.38399 -0.77525 1.38128 -0.61
C -2.37279 -0.83608 -0.14400 -0.83
Si -2.01169 0.85720 -0.94513 1.00
C -0.38751 1.55545 -0.17264 0.21
O -0.43567 2.63921 0.38069 -0.53
C 0.86688 0.76778 -0.19079 -0.09
C 1.87469 1.07835 0.72219 -0.19
C 3.04438 0.34457 0.75069 -0.21
C 3.22523 -0.70136 -0.14046 -0.19
C 2.23472 -1.00892 -1.06054 -0.21
C 1.05852 -0.28309 -1.08400 -0.21
H -1.41541 -0.45351 1.76017 0.20
H -3.13533 -0.07218 1.73369 0.21
H -2.60739 -1.75245 1.80689 0.21
H -3.34045 -1.19933 -0.49331 0.23
H -1.63481 -1.57539 -0.46077 0.23
H -3.05726 1.82699 -0.62435 -0.15
H -1.86856 0.71285 -2.40002 -0.17
H 1.71414 1.90020 1.40464 0.23
H 3.81783 0.58740 1.46441 0.22
H 4.13931 -1.27653 -0.12021 0.22
H 2.38228 -1.81973 -1.75901 0.21
H 0.29288 -0.51617 -1.80942 0.21
```

The value obtained for the HOMO-LUMO gap is 9.18 eV. The structure (SMILES) is CC[SiH2]C(=O)c1ccccc1. The energy relative to the best compared isomer or geometry (same formula, charge and spin) comes out at 1.427 eV. The value obtained for the HOMO energy is -9.110 eV. As for the net charge: 0.

***

A cluster of 2 separate species, C4H8N in total in a non-equilibrium geometry, computed with wB97M-V/def2-TZVPD.

Structure (XYZ):
```
13
Properties=species:S:1:pos:R:3:nbo_charge:R:1
C -1.70785 0.00444 0.21707 -0.23
C -0.55470 -0.76501 -0.32109 -0.01
C -0.59322 0.75797 -0.34085 -0.03
C 1.80366 -0.03224 -0.06270 -0.43
N 0.42816 0.05507 0.33339 -0.27
H -2.68992 0.16746 -0.23822 0.30
H -1.44046 -0.11161 1.46025 0.11
H -0.29553 -1.38251 -1.14960 0.28
H -0.71889 1.21658 -1.28705 0.27
H 2.38203 0.88345 0.32180 0.26
H 2.13004 -1.01694 0.24915 0.25
H 1.79735 -0.07866 -1.11022 0.22
H -0.54067 0.30199 1.92807 0.29
```

The value obtained for the HOMO-LUMO gap is 9.43 eV. The energy relative to the best compared isomer or geometry (same formula, charge and spin) comes out at 5.512 eV. The value obtained for the HOMO energy is -15.339 eV. As for the net charge: +1.

***

The ion C22H44N5O12 with charge +1, computed with wB97M-V/def2-TZVPD.

Structure (XYZ):
```
83
Properties=species:S:1:pos:R:3:nbo_charge:R:1
C 0.26413 4.40981 0.78712 -0.43
N -0.45761 3.14131 0.70735 -0.63
C -0.31225 2.39431 -0.53720 -0.09
C 1.15573 2.07187 -0.85035 0.05
O 1.83407 1.72239 0.32020 -0.79
C 1.10523 0.91059 -1.87075 0.37
O 0.43135 -0.14812 -1.24385 -0.56
C 0.84636 -1.48003 -1.48151 0.09
C -0.33192 -2.31125 -2.06966 0.08
O 0.10709 -3.23211 -3.02115 -0.73
C -1.11769 -2.99071 -0.93568 0.08
O -1.55176 -1.93163 -0.10425 -0.56
C -2.32386 -2.18196 1.03797 0.37
O -1.75311 -1.50134 2.12571 -0.52
C -1.64026 -0.10108 1.88065 0.05
C -0.85292 0.54596 3.02329 -0.23
N 0.26997 1.34352 2.50731 -0.76
C -3.04645 0.49276 1.72076 0.07
O -2.96670 1.88035 1.51194 -0.74
C -3.74574 -0.19887 0.54478 0.06
O -5.02628 0.36164 0.41853 -0.73
C -3.78251 -1.70400 0.81949 0.04
O -4.39688 -2.32378 -0.28064 -0.72
C -0.21951 -4.05140 -0.25544 -0.07
N -0.26127 -5.25070 -1.08642 -0.85
C 1.24401 -3.58794 -0.16478 -0.43
C 1.34034 -2.06522 -0.14343 -0.09
N 2.69539 -1.65359 0.13967 -0.60
C 3.06273 -0.93980 1.20143 0.70
O 2.29663 -0.46079 2.02511 -0.69
C 4.57835 -0.75373 1.33971 0.00
O 5.23699 -1.51164 0.34887 -0.74
C 4.93665 0.73818 1.23178 -0.24
N 4.51358 1.24762 -0.06936 -0.86
O 0.48830 1.33689 -3.05066 -0.53
C -0.82434 1.83949 -2.88259 -0.09
C -0.92939 2.97377 -1.83520 0.22
C -2.40325 3.34972 -1.64133 -0.65
O -0.17969 4.10568 -2.22790 -0.73
H 0.06976 5.05439 -0.07053 0.22
H -0.03425 4.92462 1.69804 0.20
H 1.33097 4.20171 0.83091 0.21
H -1.45166 3.28381 0.87212 0.41
H -0.82503 1.44436 -0.36467 0.23
H 1.62331 2.93695 -1.33977 0.20
H 2.77671 1.52542 0.10586 0.51
H 2.11961 0.61252 -2.17038 0.17
H 1.65292 -1.50514 -2.22507 0.20
H -0.99021 -1.59604 -2.57848 0.19
H 0.14824 -4.11686 -2.61512 0.50
H -1.99141 -3.50176 -1.36825 0.19
H -2.32259 -3.24285 1.31886 0.17
H -1.08743 0.03347 0.94335 0.21
H -1.51190 1.19421 3.60203 0.22
H -0.48163 -0.25649 3.66371 0.24
H 0.74781 1.81162 3.27539 0.41
H 0.98094 0.73075 2.05131 0.48
H -0.03545 2.13112 1.74361 0.46
H -3.62685 0.28382 2.63394 0.18
H -3.85769 2.16347 1.26274 0.50
H -3.16386 -0.04082 -0.37714 0.18
H -5.53446 -0.19223 -0.18664 0.50
H -4.34683 -1.88660 1.74620 0.18
H -4.59160 -3.24503 -0.07755 0.48
H -0.59758 -4.22626 0.76603 0.18
H 0.35530 -5.96514 -0.71519 0.38
H -1.19535 -5.64285 -1.13391 0.37
H 1.70693 -3.99477 0.73542 0.23
H 1.79103 -3.96514 -1.03168 0.22
H 0.71706 -1.65681 0.65678 0.25
H 3.43383 -2.01530 -0.44919 0.43
H 4.84788 -1.10306 2.34690 0.21
H 6.18440 -1.51269 0.52636 0.49
H 4.40412 1.28817 2.01026 0.22
H 6.01870 0.84825 1.40134 0.19
H 4.91108 2.16636 -0.23351 0.39
H 4.85273 0.62760 -0.80008 0.38
H -1.10936 2.20229 -3.87294 0.20
H -1.50122 1.02627 -2.59096 0.18
H -2.95139 2.53515 -1.17812 0.22
H -2.47901 4.23566 -1.01544 0.22
H -2.85900 3.57591 -2.60272 0.22
H -0.41112 4.34176 -3.13331 0.48
```

The value obtained for the HOMO-LUMO gap is 10.06 eV. The structure (SMILES) is CN[C@@H]1[C@@H](O)[C@@H](O[C@@H]2[C@@H](O)[C@H](O[C@H]3O[C@H](C[NH3+])[C@@H](O)[C@H](O)[C@H]3O)[C@@H](N)C[C@H]2NC(=O)[C@@H](O)CN)OC[C@]1(C)O. The energy relative to the best compared isomer or geometry (same formula, charge and spin) comes out at 0.000 eV. The value obtained for the HOMO energy is -11.817 eV. As for the net charge: +1.

***

A cluster of 2 separate species, C6H14O2 in total in a non-equilibrium geometry, computed with wB97M-V/def2-TZVPD.

Structure (XYZ):
```
22
Properties=species:S:1:pos:R:3:nbo_charge:R:1
C -1.22221 -1.51438 0.63374 -0.61
C -0.07704 -0.87679 1.49745 -0.41
C -0.03260 0.66967 1.38008 -0.42
C 1.42249 1.25815 0.94015 -0.40
C 1.39906 1.59975 -0.56187 -0.54
C 0.89052 2.91530 -0.84651 0.43
O 0.94319 3.54810 -1.92018 -0.51
H -1.13309 -2.59718 0.81161 0.21
H -1.23126 -1.22369 -0.45953 0.20
H -2.18552 -1.31629 1.00266 0.20
H 0.86711 -1.25624 1.00809 0.20
H -0.19494 -1.26085 2.55371 0.22
H -0.41988 1.41595 2.24313 0.21
H -0.84800 0.94661 0.70250 0.20
H 2.21615 0.51542 1.14463 0.22
H 1.62471 2.17658 1.65290 0.21
H 2.44012 1.66813 -0.96636 0.24
H 0.89713 0.77363 -1.17518 0.25
H 0.12539 3.13999 -0.20999 0.10
O -1.58853 -3.38900 -3.44006 -0.92
H -1.98410 -2.93250 -2.70507 0.46
H -1.90872 -4.26034 -3.28590 0.46
```

The value obtained for the HOMO-LUMO gap is 10.46 eV. The structure (SMILES) is CCCCCC=O.O. The energy relative to the best compared isomer or geometry (same formula, charge and spin) comes out at 2.748 eV. The value obtained for the HOMO energy is -9.856 eV. As for the net charge: 0.

***

A structure of composition C13H30F5FeGeN2Se in a non-equilibrium geometry, computed with wB97M-V/def2-TZVPD.

Structure (XYZ):
```
53
Properties=species:S:1:pos:R:3:nbo_charge:R:1
Fe 1.35729 -0.56404 -0.27778 1.25
C -0.28672 -0.51852 2.28215 -0.43
N 1.13136 -0.30461 1.96058 -0.49
C 1.96089 -1.24885 2.72722 -0.43
C 1.55797 1.07563 2.22156 -0.25
C 1.01958 2.03876 1.18194 -0.24
N 1.51429 1.67755 -0.15527 -0.47
C 0.63864 2.22080 -1.20559 -0.42
C 2.88121 2.18284 -0.36945 -0.43
H -0.51469 -0.20818 3.30760 0.21
H -0.51945 -1.57705 2.17722 0.22
H -0.92177 0.03696 1.59336 0.20
H 1.84953 -1.08449 3.80409 0.21
H 3.00977 -1.13136 2.46042 0.23
H 1.65690 -2.26865 2.49796 0.22
H 2.64806 1.08390 2.18632 0.22
H 1.25876 1.40555 3.22285 0.22
H 1.33547 3.05303 1.44696 0.22
H -0.07147 2.02248 1.16557 0.21
H 0.59793 3.31454 -1.16486 0.21
H -0.37248 1.82810 -1.09394 0.20
H 1.03008 1.92936 -2.17973 0.22
H 2.90141 3.27497 -0.29301 0.20
H 3.22992 1.89478 -1.35822 0.24
H 3.57072 1.76333 0.35927 0.22
F 3.03921 -1.88516 -0.20129 -0.47
C 3.61802 -1.74131 -1.53984 0.20
F 2.78707 -0.62762 -1.97275 -0.45
C 4.97153 -1.11451 -1.26185 0.86
F 4.89860 0.18361 -0.80219 -0.37
F 5.71311 -1.08468 -2.36537 -0.30
F 5.61897 -1.81504 -0.32441 -0.31
C -3.58141 -2.09121 1.00383 -1.08
Ge -3.76040 -0.50225 -0.13810 1.59
C -3.47109 1.20890 0.80106 -1.08
C -5.49346 -0.47811 -1.05559 -1.07
C -2.42089 -0.54153 -1.65112 -1.00
Se -0.65294 -1.32490 -1.39875 0.32
C -0.10028 -1.35591 -3.26431 -0.77
H -4.31221 -2.03558 1.81050 0.25
H -2.59064 -2.18733 1.44596 0.22
H -3.78938 -2.99163 0.42671 0.25
H -4.26237 1.36255 1.53476 0.25
H -3.51674 2.03085 0.08605 0.24
H -2.51869 1.25887 1.32733 0.21
H -6.29784 -0.37377 -0.32767 0.25
H -5.65647 -1.40419 -1.60594 0.24
H -5.55896 0.35821 -1.75097 0.24
H -2.27432 0.47691 -2.01266 0.24
H -2.85196 -1.12800 -2.46235 0.25
H -0.17331 -0.35297 -3.67771 0.23
H -0.75446 -2.03311 -3.80591 0.25
H 0.92810 -1.70795 -3.31464 0.26
```

The value obtained for the HOMO-LUMO gap (alpha / beta) is 6.74 / 6.76 eV. The value obtained for the HOMO energy (alpha / beta) is -10.882 / -10.883 eV. As for the net charge: +1.